Formula: C10H15NO2
Source: OMol25
Level of theory: the ωB97M-V functional and the def2-TZVPD basis

Structure (ORCA input):
```
! wB97M-V def2-TZVPD RIJCOSX def2/J DEFGRID3
* xyz -1 2
C 1.422 -1.029 2.661
C -0.199 -2.358 -0.525
C 0.048 -2.315 0.873
C 0.558 -1.568 -1.322
C 0.996 -1.425 1.317
C 1.426 -0.505 -0.918
C 1.731 -0.630 0.375
O 0.349 -1.577 -2.665
H -0.747 -3.195 -1.010
H -0.462 -2.946 1.551
H -0.604 -1.611 -2.816
H 1.901 0.018 -1.772
H 2.317 -1.638 3.023
H 0.658 -0.969 3.390
H 2.416 0.068 0.847
H 1.626 0.016 2.574
C -1.384 1.654 -0.917
C -0.737 2.607 -1.850
C -1.401 1.905 0.682
O -2.459 2.231 1.236
N -0.106 1.813 1.299
H -2.512 1.693 -0.963
H -0.883 0.625 -1.034
H 0.363 2.463 -1.899
H -0.242 1.829 2.261
H 0.727 1.670 0.849
H -0.858 3.767 -1.914
H -0.855 2.263 -3.005
*
```

Values from the calculation:
- HOMO (spin up / spin down): 0.55 / -3.77 eV
- HOMO-LUMO gap (spin up / spin down): 3.02 / 7.29 eV
- E_LUMO (spin up / spin down): 3.57 / 3.52 eV
- Molecular weight: 181.24 g/mol
- Calculated total energy: -595.178519 hartree
- Max |F|: 0.124 Eh/bohr

How is the electron density shared among the atoms? According to Mulliken, the charges in e are:
1. C -1.554
2. C -0.508
3. C -0.883
4. C 0.454
5. C 1.090
6. C -0.444
7. C -1.336
8. O -0.533
9. H 0.222
10. H 0.489
11. H 0.315
12. H 0.385
13. H 0.240
14. H 0.405
15. H 0.399
16. H 0.349
17. C 0.140
18. C -0.980
19. C 0.375
20. O -0.658
21. N -0.340
22. H 0.255
23. H -0.160
24. H 0.275
25. H 0.217
26. H 0.262
27. H 0.287
28. H 0.237



Formula: C26H77AsF6N5O13
Source: OMol25
Level of theory: the ωB97M-V functional and the def2-TZVPD basis

Structure (ORCA input):
```
! wB97M-V def2-TZVPD RIJCOSX def2/J DEFGRID3
* xyz -1 1
As 0.638 -0.100 0.043
F 1.936 0.993 -0.356
F 0.708 0.498 1.694
F -0.699 -1.148 0.436
F 0.650 -0.623 -1.669
F 1.812 -1.386 0.348
F -0.575 1.073 -0.443
C -5.371 -0.142 0.880
C -4.190 -0.344 -0.099
C -4.722 -0.731 -1.469
O -5.227 -2.039 -1.436
C -5.701 -2.438 -2.698
N -3.449 0.928 -0.145
H -5.990 -1.039 0.906
H -5.917 0.709 0.465
H -5.045 0.120 1.886
H -3.534 -1.096 0.357
H -3.898 -0.726 -2.199
H -5.361 0.118 -1.752
H -6.382 -1.722 -3.167
H -6.239 -3.381 -2.629
H -4.850 -2.579 -3.374
H -2.997 1.083 0.747
H -2.657 0.699 -0.744
C 2.880 -1.124 -4.022
C 2.823 0.300 -4.557
C 1.781 1.261 -3.975
O 1.364 2.275 -4.866
C 2.309 3.284 -5.157
N 4.189 0.859 -4.335
H 1.925 -1.631 -3.891
H 3.357 -1.154 -3.036
H 3.598 -1.687 -4.624
H 2.586 0.328 -5.628
H 2.157 1.676 -3.031
H 0.873 0.733 -3.696
H 3.034 3.394 -4.340
H 1.755 4.211 -5.293
H 2.865 2.981 -6.054
H 4.264 1.711 -4.886
H 4.868 0.239 -4.772
C 3.257 -3.589 4.051
C 2.309 -2.432 4.327
C 3.067 -1.139 4.430
O 2.250 -0.179 5.116
C 2.926 1.040 5.341
N 1.332 -2.462 3.220
H 3.700 -3.571 3.050
H 2.751 -4.547 4.162
H 4.108 -3.623 4.740
H 1.826 -2.705 5.266
H 3.258 -0.722 3.433
H 4.007 -1.191 4.989
H 2.341 1.703 5.977
H 3.005 1.523 4.358
H 3.911 0.932 5.803
H 0.709 -1.660 3.301
H 1.849 -2.288 2.362
C -0.701 4.453 -1.047
C 0.073 5.185 -2.146
C 1.561 5.147 -1.790
O 1.729 6.142 -0.788
C 2.927 5.974 -0.083
N -0.228 4.499 -3.418
H -0.319 3.437 -0.927
H -1.776 4.394 -1.244
H -0.670 4.920 -0.055
H -0.302 6.208 -2.181
H 2.153 5.368 -2.685
H 1.828 4.172 -1.372
H 2.932 6.663 0.761
H 3.833 6.158 -0.672
H 3.087 4.977 0.344
H -1.120 4.018 -3.343
H 0.363 3.679 -3.561
C -0.048 3.358 4.400
C -1.147 2.311 4.242
C -2.017 2.559 3.028
O -2.697 3.775 3.180
C -3.319 4.239 2.010
N -0.575 0.947 4.274
H 0.664 3.349 3.576
H 0.472 3.176 5.345
H -0.481 4.354 4.522
H -1.801 2.303 5.118
H -2.687 1.706 2.841
H -1.443 2.584 2.087
H -3.846 5.167 2.243
H -4.049 3.511 1.651
H -2.598 4.527 1.239
H -0.082 0.735 3.398
H 0.181 0.865 4.941
C -3.502 -2.882 3.024
C -2.859 -1.487 3.019
O -2.478 -1.152 4.350
O -2.513 -3.896 3.124
H -3.960 -2.958 2.037
H -4.201 -2.995 3.855
H -3.638 -0.787 2.685
H -2.005 -1.440 2.343
H -1.893 -0.350 4.294
H -1.908 -3.646 3.832
C -1.367 -3.437 -1.953
C -1.468 -4.657 -1.035
O -2.661 -5.380 -1.332
O -0.872 -3.846 -3.255
H -0.778 -2.599 -1.593
H -2.391 -3.092 -2.125
H -1.488 -4.303 -0.004
H -0.632 -5.334 -1.234
H -2.600 -5.729 -2.224
H -1.452 -4.502 -3.647
C 3.440 -4.900 -2.190
C 2.444 -4.432 -1.174
O 1.925 -5.530 -0.427
O 2.823 -5.711 -3.191
H 4.236 -5.393 -1.617
H 3.944 -4.073 -2.695
H 1.588 -3.905 -1.608
H 2.958 -3.769 -0.467
H 1.620 -5.190 0.419
H 2.935 -6.617 -2.885
O 4.899 1.334 -1.560
H 4.251 1.026 -0.914
H 4.663 0.871 -2.393
O -1.239 -0.947 -3.809
H -0.777 -0.723 -2.985
H -1.117 -1.902 -3.901
*
```

Values from the calculation:
- HOMO: -7.00 eV
- HOMO-LUMO gap: 9.33 eV
- E_LUMO: 2.33 eV
- Molecular weight: 856.83 g/mol
- Calculated total energy: -5123.796809 hartree
- Max |F|: 0.041 Eh/bohr

Mulliken population analysis, charges in e, atoms 1 to 99:
1. As 2.251
2. F -0.434
3. F -0.654
4. F -0.251
5. F -0.519
6. F -0.563
7. F -0.476
8. C -1.934
9. C 1.682
10. C -0.694
11. O -0.332
12. C -0.811
13. N -0.555
14. H 0.260
15. H 0.433
16. H 0.589
17. H -0.332
18. H 0.305
19. H 0.404
20. H 0.320
21. H 0.273
22. H 0.239
23. H 0.046
24. H 0.029
25. C -1.477
26. C 0.650
27. C -0.186
28. O -0.569
29. C -1.063
30. N -0.627
31. H 0.205
32. H 0.352
33. H 0.493
34. H 0.218
35. H 0.248
36. H 0.188
37. H 0.418
38. H 0.374
39. H 0.331
40. H 0.215
41. H 0.217
42. C -1.631
43. C 0.496
44. C -0.560
45. O -0.349
46. C -0.726
47. N -0.455
48. H 0.323
49. H 0.362
50. H 0.427
51. H 0.335
52. H 0.209
53. H 0.463
54. H 0.179
55. H 0.318
56. H 0.363
57. H 0.165
58. H 0.079
59. C -1.436
60. C 0.413
61. C -0.235
62. O -0.382
63. C -0.702
64. N -0.715
65. H 0.158
66. H 0.456
67. H 0.346
68. H 0.298
69. H 0.502
70. H -0.035
71. H 0.280
72. H 0.309
73. H 0.244
74. H 0.335
75. H 0.039
76. C -1.439
77. C 0.254
78. C 0.718
79. O -0.467
80. C -0.254
81. N -0.264
82. H 0.221
83. H 0.341
84. H 0.452
85. H 0.296
86. H -0.071
87. H -0.179
88. H 0.298
89. H 0.235
90. H -0.065
91. H 0.150
92. H 0.158
93. C -0.613
94. C 0.906
95. O -0.676
96. O -0.550
97. H 0.276
98. H 0.337
99. H -0.555



Formula: C5H11N3
Source: OMol25
Level of theory: the ωB97M-V functional and the def2-TZVPD basis

Structure (ORCA input):
```
! wB97M-V def2-TZVPD RIJCOSX def2/J DEFGRID3
* xyz 0 1
N 0.281 0.994 -1.600
C 0.454 -0.265 -0.716
C 1.528 0.116 0.307
N 0.760 1.095 1.130
C -0.699 0.907 0.810
C -0.751 -0.507 0.171
N -0.553 -1.512 1.222
C -0.632 -1.145 -1.145
H 0.926 0.863 -2.309
H -0.643 1.098 -2.014
H 2.509 0.527 -0.081
H 1.782 -0.726 0.928
H 0.954 2.102 0.829
H -1.126 1.763 0.223
H -1.341 0.876 1.811
H -1.468 -1.963 1.386
H -0.407 -1.068 2.124
H -1.140 -0.917 -2.039
H -0.434 -2.239 -1.038
*
```

Values from the calculation:
- HOMO: -8.04 eV
- HOMO-LUMO gap: 9.01 eV
- E_LUMO: 0.97 eV
- Molecular weight: 113.16 g/mol
- Calculated total energy: -361.229330 hartree
- Max |F|: 0.073 Eh/bohr
- Structure (SMILES): N[C@@]12CNC[C@@]1(N)C2

How is the electron density shared among the atoms? According to Mulliken, the charges in e are:
1. N -0.719
2. C 0.593
3. C -0.848
4. N -0.455
5. C -0.957
6. C 0.956
7. N -0.762
8. C -0.845
9. H 0.206
10. H 0.236
11. H 0.304
12. H 0.307
13. H 0.315
14. H 0.334
15. H 0.295
16. H 0.234
17. H 0.308
18. H 0.250
19. H 0.248



Formula: C23H54FeN7O8
Source: OMol25
Level of theory: the ωB97M-V functional and the def2-TZVPD basis

Structure (ORCA input):
```
! wB97M-V def2-TZVPD RIJCOSX def2/J DEFGRID3
* xyz 1 9
Fe -2.271 2.607 1.102
C 0.028 0.130 -1.156
C -0.905 -0.303 0.019
O -1.487 0.766 0.671
H 0.193 -0.715 -1.825
H 0.976 0.450 -0.723
H -0.276 1.010 -1.723
H -0.399 -0.920 0.760
H -1.729 -0.854 -0.435
C -3.233 3.773 -1.698
O -3.094 2.759 -0.932
N -3.021 3.741 -3.067
C -3.240 4.956 -3.765
C -2.604 2.569 -3.771
H -3.417 4.812 -1.381
H -2.323 5.344 -4.210
H -3.888 5.656 -3.237
H -3.917 4.844 -4.612
H -2.731 1.680 -3.154
H -3.280 2.411 -4.612
H -1.555 2.550 -4.065
C -2.793 -1.585 3.168
O -2.653 -1.022 4.248
N -2.882 -2.901 3.043
C -2.878 -3.415 1.592
C -2.531 -3.900 4.139
H -3.025 -1.083 2.216
H -2.284 -2.787 0.928
H -3.859 -3.519 1.130
H -2.505 -4.438 1.537
H -2.784 -3.345 5.042
H -2.958 -4.894 4.009
H -1.478 -4.144 3.995
C 1.303 2.652 -5.224
O 1.990 1.655 -5.306
N 1.302 3.323 -4.011
C 2.054 2.890 -2.810
C 0.265 4.260 -3.667
H 0.645 3.065 -6.003
H 1.484 2.325 -2.073
H 2.438 3.762 -2.281
H 2.947 2.370 -3.157
H -0.043 4.043 -2.644
H 0.779 5.197 -3.879
H -0.680 4.241 -4.209
C 0.999 -0.075 3.874
O 0.019 0.322 4.525
N 2.121 -0.463 4.475
C 2.109 -0.977 5.858
C 3.404 -0.584 3.716
H 1.240 -0.092 2.800
H 3.127 -1.341 5.996
H 1.530 -1.890 5.720
H 1.532 -0.355 6.543
H 3.461 -0.303 2.665
H 4.072 0.123 4.207
H 3.808 -1.597 3.741
C 3.523 -4.712 2.704
O 3.834 -5.210 3.785
N 2.250 -4.271 2.349
C 1.223 -4.093 3.343
C 1.869 -3.769 1.090
H 4.182 -4.600 1.829
H 1.396 -4.639 4.271
H 0.256 -4.403 2.948
H 1.223 -3.030 3.584
H 2.688 -4.092 0.447
H 0.971 -4.278 0.741
H 1.514 -2.740 1.150
C 0.480 4.459 0.455
O -0.460 3.608 0.481
N 1.782 4.124 0.692
C 2.772 5.108 0.399
C 2.314 2.781 0.932
H 0.361 5.528 0.221
H 3.696 4.534 0.335
H 2.939 5.802 1.223
H 2.451 5.800 -0.379
H 2.964 2.907 1.798
H 1.556 2.012 1.082
H 3.046 2.415 0.212
C -1.806 -3.560 -1.732
O -1.100 -3.964 -0.773
N -1.387 -3.523 -2.987
C -2.240 -2.928 -3.989
C -0.080 -3.994 -3.357
H -2.784 -3.080 -1.572
H -3.193 -2.484 -3.702
H -2.490 -3.739 -4.672
H -1.683 -2.232 -4.616
H 0.461 -4.331 -2.472
H -0.056 -4.926 -3.923
H 0.428 -3.263 -3.985
*
```

Values from the calculation:
- HOMO (spin up / spin down): -8.99 / -10.45 eV
- HOMO-LUMO gap (spin up / spin down): 6.74 / 3.74 eV
- E_LUMO (spin up / spin down): -2.25 / -6.71 eV
- Molecular weight: 612.57 g/mol
- Calculated total energy: -3157.030282 hartree
- Max |F|: 0.090 Eh/bohr

How is the electron density shared among the atoms? According to Mulliken, the charges in e are:
1. Fe -0.168
2. C -0.877
3. C 0.504
4. O 0.210
5. H 0.364
6. H 0.180
7. H -0.042
8. H -0.074
9. H 0.075
10. C -0.102
11. O -0.608
12. N 0.364
13. C -0.909
14. C -0.783
15. H 0.403
16. H 0.349
17. H 0.418
18. H 0.372
19. H 0.352
20. H 0.318
21. H 0.176
22. C 0.164
23. O -0.600
24. N 0.135
25. C -0.795
26. C -0.657
27. H 0.295
28. H 0.013
29. H 0.297
30. H 0.395
31. H 0.361
32. H 0.330
33. H 0.065
34. C 0.106
35. O -0.566
36. N 0.163
37. C -0.504
38. C -1.233
39. H 0.377
40. H -0.024
41. H 0.312
42. H 0.375
43. H 0.374
44. H 0.404
45. H 0.221
46. C 0.765
47. O -0.683
48. N 0.000
49. C -0.944
50. C -0.947
51. H -0.160
52. H 0.395
53. H 0.272
54. H 0.299
55. H 0.281
56. H 0.419
57. H 0.336
58. C 0.117
59. O -0.572
60. N 0.153
61. C -0.850
62. C -0.773
63. H 0.284
64. H 0.394
65. H 0.125
66. H 0.252
67. H 0.406
68. H 0.299
69. H 0.074
70. C 0.001
71. O -0.250
72. N 0.252
73. C -1.182
74. C -0.957
75. H 0.424
76. H 0.401
77. H 0.332
78. H 0.433
79. H 0.555
80. H 0.048
81. H 0.417
82. C 0.102
83. O -0.628
84. N 0.187
85. C -0.995
86. C -0.877
87. H 0.370
88. H 0.322
89. H 0.383
90. H 0.308
91. H 0.208
92. H 0.346
93. H 0.331